Below is a structure of composition C5H14Br2OPYb, with properties calculated with ωB97M-V with the def2-TZVPD basis set.

The value obtained for the energy is -6921.66682 a.u. Its total charge is +1.

Last column: natural (NBO) charge in e.
Positions of all 24 atoms, in Å:
C -1.559 -1.992 2.177  -0.25
O -0.200 -2.233 1.886  -0.54
C 0.659 -1.138 2.133  -0.34
P 0.558 0.237 0.832  0.62
C 0.365 1.666 -0.545  -0.60
Br 1.891 2.835 -0.741  0.06
C 0.015 1.169 -1.892  -0.15
C 0.791 0.012 -2.441  -0.68
Br -1.956 0.675 -1.956  -0.06
H -1.694 -1.117 2.807  0.17
H -2.119 -1.822 1.261  0.16
H -1.976 -2.842 2.703  0.19
H 1.677 -1.497 2.191  0.20
H 0.412 -0.683 3.093  0.17
H 1.643 -0.341 0.025  -0.14
H 1.544 1.047 1.541  -0.13
H -0.513 0.918 1.577  -0.13
H -0.436 -0.515 0.021  -0.22
H -0.438 2.292 -0.188  0.22
H 0.137 2.025 -2.619  0.11
H 0.773 -0.833 -1.771  0.29
H 0.389 -0.305 -3.399  0.19
H 1.818 0.319 -2.589  0.27
Yb -1.782 2.124 -4.105  1.62